Entry from the OMol25 dataset: a single C5H6O molecule (ωB97M-V/def2-TZVPD).

Geometry as ORCA input:
```
! RIJCOSX wB97M-V def2-TZVPD def2/J DEFGRID3
* xyz 0 1
C 1.1599 -0.3253 -0.4704
C 0.9221 0.9645 0.2926
C -1.9891 0.2547 -0.3505
O -1.1938 -0.7434 -0.6376
C -0.0834 -0.8335 0.3043
C -0.0256 0.4577 1.0872
H 2.0947 -0.8245 -0.1975
H 1.0363 -0.3443 -1.5595
H 1.3234 1.9649 0.1699
H -2.5361 0.4228 -1.3024
H -0.0723 -1.8252 0.7667
H -0.6362 0.8316 1.8972
*
```

## Properties
LUMO level in eV: 0.91
Kohn-Sham gap in eV: 9.160
HOMO in eV: -8.255
M in u: 82.10

Here are the natural (NBO) charges for atoms 1 to 8, given in e: atom 1 (C): -0.435, atom 2 (C): -0.172, atom 3 (C): 0.086, atom 4 (O): -0.474, atom 5 (C): 0.060, atom 6 (C): -0.200, atom 7 (H): 0.211, atom 8 (H): 0.210